Below is a cluster of 2 separate species, CH3N5Se in total at a distorted geometry, with properties calculated with ωB97M-V with the def2-TZVPD basis set.

```
10
CH3N5Se ωB97M-V with the def2-TZVPD basis set
C -0.355 -0.531 0.300
N -0.048 -1.843 0.518
N 1.240 -2.012 0.282
N 1.758 -0.863 -0.001
N 0.814 0.046 -0.059
N 1.109 1.304 -0.404
Se -2.816 0.784 0.423
H 0.390 1.840 -0.805
H 1.953 1.510 -0.821
H -4.045 -0.235 0.568
```

For the molar mass, the calculation gives 164.03 u. As for the spin multiplicity: 1. The calculation puts the largest force on an atom at 2.62 eV/Å. The HOMO-LUMO gap (alpha / beta) is 6.756 / 6.756 eV. The calculation puts the energy above the lowest of the compared OMol25 structures with the same formula, charge and spin at 321.5 kJ/mol.

Which charges does Mulliken predict for the atoms? In e, they are:
1 C 0.09
2 N -0.20
3 N -0.33
4 N -0.34
5 N 0.87
6 N -0.75
7 Se 0.03
8 H 0.21
9 H 0.26
10 H 0.15